No. 1
{
  "formula": "C26H79N17O11",
  "method": "ωB97M-V/def2-TZVPD",
  "species": ["H", "H", "C", "H", "O", "N", "H", "H", "H", "C", "H", "H", "H", "C", "H", "C", "H", "H", "O", "H", "H", "H", "N", "C", "H", "C", "H", "O", "H", "C", "N", "H", "N", "H", "H", "C", "H", "H", "H", "H", "H", "C", "O", "N", "H", "N", "H", "H", "O", "H", "H", "H", "H", "H", "H", "H", "O", "O", "H", "H", "O", "H", "H", "C", "H", "H", "H", "H", "H", "H", "H", "H", "H", "C", "H", "N", "H", "C", "C", "H", "H", "H", "H", "H", "N", "H", "O", "H", "H", "H", "C", "H", "C", "N", "N", "H", "H", "H", "C", "C", "H", "N", "H", "C", "H", "N", "H", "C", "N", "O", "C", "H", "H", "H", "H", "C", "H", "C", "H", "N", "N", "N", "O", "H", "C", "C", "H", "C", "H", "H", "C", "N", "H"],
  "xyz": [[-28.28, -6.26, 10.87], [-32.95, -7.14, 7.12], [-33.93, -9.29, 10.25], [-26.85, -6.01, 3.70], [-24.01, -3.44, 11.27], [-26.63, -8.04, 4.19], [-34.43, -7.30, 9.74], [-29.66, -2.10, 4.66], [-22.42, -4.62, 11.90], [-25.15, -3.79, 12.11], [-26.79, -2.74, 10.32], [-29.19, -1.04, 6.50], [-27.62, 0.87, 5.10], [-29.17, -6.62, 12.57], [-26.01, -3.33, 11.62], [-32.39, -9.36, 10.18], [-34.19, -9.16, 8.14], [-28.01, -1.57, 11.58], [-29.81, -2.94, 9.36], [-27.43, -4.04, 8.15], [-32.86, -8.51, 3.59], [-32.80, -4.73, 5.31], [-28.11, -6.16, 11.87], [-26.71, -6.64, 4.57], [-26.41, -1.25, 5.29], [-28.01, -6.40, 5.37], [-29.88, -6.39, 14.35], [-32.03, -8.53, 9.04], [-33.68, -7.51, 11.15], [-25.99, -5.75, 10.74], [-28.66, -6.54, 9.99], [-32.15, -3.18, 5.88], [-34.34, -7.12, 4.58], [-29.22, -7.93, 11.73], [-29.59, -6.56, 10.38], [-29.00, -1.27, 4.39], [-27.22, -4.91, 13.12], [-30.21, -9.39, 9.03], [-32.90, -5.31, 6.37], [-34.64, -7.83, 3.92], [-26.74, -4.01, 5.22], [-31.02, -4.21, 4.64], [-27.08, -2.57, 6.83], [-27.62, -3.22, 10.00], [-24.24, -3.36, 6.44], [-26.43, -5.53, 13.19], [-28.14, -1.72, 3.90], [-29.58, -1.12, 10.95], [-25.34, -4.83, 5.50], [-26.80, -0.59, 6.85], [-24.54, -5.79, 12.30], [-28.41, 1.02, 6.55], [-31.87, -9.16, 11.11], [-32.03, -10.38, 10.07], [-30.20, -7.75, 9.74], [-28.89, -6.57, 4.74], [-29.94, -7.46, 12.26], [-32.57, -6.43, 5.88], [-30.85, -5.70, 8.62], [-25.90, -8.17, 3.50], [-28.81, -8.59, 9.37], [-27.42, -3.99, 9.38], [-30.48, -7.93, 8.03], [-34.54, -9.77, 8.97], [-29.05, -9.54, 12.35], [-27.37, -5.55, 7.48], [-28.55, -11.02, 11.19], [-30.52, -5.73, 3.43], [-26.37, -8.62, 4.98], [-24.48, -6.58, 4.92], [-35.05, -6.41, 4.70], [-28.40, -3.86, 5.55], [-28.19, -6.93, 6.31], [-33.10, -7.20, 5.05], [-25.86, -6.82, 10.59], [-31.26, -5.36, 4.01], [-23.88, -5.07, 6.88], [-27.45, -5.08, 8.46], [-28.85, -9.29, 10.30], [-30.56, -7.68, 5.63], [-32.05, -5.93, 4.30], [-29.86, -4.73, 7.40], [-34.29, -9.93, 11.06], [-25.47, -6.69, 6.38], [-32.99, -4.89, 7.28], [-26.49, -5.22, 8.96], [-30.16, -3.43, 4.57], [-24.98, -3.44, 13.13], [-30.80, -5.93, 5.73], [-34.34, -10.81, 8.73], [-30.66, -8.40, 9.00], [-25.44, -4.18, 7.39], [-25.47, -5.24, 12.12], [-28.46, 0.64, 5.61], [-33.20, -6.91, 8.07], [-28.53, -7.43, 9.54], [-27.32, -5.69, 12.29], [-29.63, -0.54, 3.89], [-30.74, -6.85, 6.31], [-33.13, -5.65, 8.38], [-26.05, -5.31, 14.10], [-32.03, -4.08, 5.45], [-31.66, -7.06, 6.85], [-27.43, -3.74, 6.02], [-33.13, -3.93, 7.55], [-28.77, -1.73, 10.94], [-33.03, -7.52, 8.86], [-27.15, -1.29, 6.09], [-29.13, -6.11, 13.73], [-33.23, -5.30, 9.56], [-29.91, -5.58, 8.08], [-28.21, -10.90, 9.43], [-27.28, -4.49, 6.80], [-35.62, -9.86, 9.13], [-28.34, -5.58, 14.05], [-22.75, -3.58, 11.90], [-22.82, -3.26, 12.94], [-28.47, -0.75, 5.74], [-22.04, -2.95, 11.36], [-32.40, -8.01, 4.34], [-28.62, -10.57, 10.29], [-34.33, -7.95, 10.51], [-29.77, -6.76, 7.33], [-27.97, -5.36, 5.67], [-24.66, -4.34, 6.64], [-25.41, -6.23, 5.39], [-26.92, -5.23, 10.50], [-28.77, -2.64, 10.07], [-31.42, -8.06, 4.54], [-29.00, -4.64, 9.78], [-28.77, -5.43, 9.07], [-29.00, -8.90, 11.57], [-25.28, -5.36, 10.02]],
  "mulliken_charge": [1.084, 0.038, 0.225, 0.540, -0.334, -0.740, 0.497, -0.306, 0.281, -0.405, 0.718, 0.160, 0.269, -0.245, -0.559, -0.787, -0.127, 0.095, -0.623, 0.385, 0.202, 0.567, -0.352, -0.284, 0.208, 0.260, 0.306, -0.203, 0.330, -0.199, -0.311, 0.231, -0.493, 0.004, 0.268, -0.916, 0.787, 0.784, 0.394, 0.138, 0.962, -0.296, -0.223, 0.150, 0.276, -0.536, 0.195, 0.350, -0.364, 0.269, 0.367, 0.300, 0.209, 0.307, -0.411, -0.042, -0.475, -0.032, 0.384, 0.299, -0.315, -0.017, -0.669, -0.994, 0.257, 0.037, 0.199, 0.307, 0.259, 0.355, 0.214, 0.014, -0.028, 0.820, 0.184, -0.385, 0.354, -0.178, 0.288, -0.596, 0.312, 0.681, 0.384, 0.290, -0.140, 0.381, -0.535, 0.557, 0.351, 0.372, 0.063, -0.079, 0.153, -0.703, -0.316, 0.109, -0.332, 0.389, 0.611, -0.318, 0.303, -0.160, -0.463, -0.243, 0.313, -0.317, 0.434, -1.237, -0.300, -0.817, -1.097, 0.310, -1.084, 0.421, 0.070, -0.770, 0.334, 1.006, 0.274, -0.209, -0.406, -0.831, 0.850, -0.332, -0.424, -0.612, -0.602, -0.289, 0.077, -0.397, -0.302, -0.219, 0.805],
  "homo_energy_ev": -6.5,
  "lumo_ev": -0.187,
  "multiplicity": 1,
  "e_above_lowest_kcal_mol": 921.2,
  "charge": 0
}

=====

No. 2
{
  "formula": "C26H88F4O23S",
  "method": "ωB97M-V/def2-TZVPD",
  "species": ["H", "C", "C", "C", "H", "H", "H", "H", "H", "O", "C", "H", "O", "O", "H", "H", "O", "H", "H", "H", "C", "O", "O", "H", "H", "C", "H", "H", "O", "H", "C", "H", "H", "H", "F", "H", "H", "H", "O", "H", "C", "H", "H", "H", "H", "C", "C", "O", "O", "H", "H", "H", "O", "O", "H", "H", "H", "C", "H", "H", "H", "H", "H", "H", "H", "C", "H", "C", "O", "H", "H", "O", "C", "H", "C", "H", "C", "H", "H", "O", "C", "H", "F", "H", "C", "O", "O", "H", "C", "H", "H", "H", "H", "O", "H", "F", "H", "H", "H", "H", "H", "H", "H", "H", "H", "H", "C", "H", "O", "H", "H", "H", "C", "H", "C", "H", "H", "C", "H", "O", "H", "O", "H", "H", "C", "H", "H", "H", "C", "H", "H", "H", "H", "F", "O", "H", "S", "O", "H", "C", "H", "H"],
  "xyz": [[7.19, 2.74, 8.41], [7.74, 3.38, 7.71], [-3.41, 1.36, -2.55], [1.09, 1.57, -0.29], [6.23, 4.54, 7.31], [0.50, 1.11, -4.73], [3.93, 2.21, 3.52], [7.76, 2.90, 6.73], [-3.75, -2.82, 4.63], [-0.20, -3.71, -3.77], [-1.45, -3.78, -4.45], [0.16, -5.74, 3.12], [-7.59, -0.06, 3.98], [7.13, 4.67, 7.63], [-2.27, -3.53, -3.78], [4.34, -0.41, 6.18], [-1.16, 1.26, 0.37], [-2.87, 1.67, -1.65], [7.63, 5.07, 4.86], [4.87, -0.72, 1.52], [0.39, 0.02, -4.77], [4.32, 0.87, -4.12], [0.40, -3.83, 2.41], [-7.12, -1.09, -4.62], [3.47, -0.31, -6.94], [4.57, 2.05, -4.87], [0.30, 2.29, 2.21], [-6.81, 0.17, 4.48], [-3.11, -3.02, 3.94], [-8.30, 0.19, 2.08], [-6.70, -1.00, -3.62], [1.29, -0.43, -5.20], [-4.30, 3.60, 0.58], [3.69, -2.20, -5.80], [2.41, -0.37, -0.38], [0.62, -5.64, 1.41], [2.13, 5.68, -5.65], [-3.94, 3.83, -1.16], [1.79, -2.92, -5.57], [1.33, -3.59, -5.05], [-4.59, 4.14, -0.33], [3.05, 2.73, 4.97], [3.86, 0.36, -9.67], [6.86, -1.45, 6.95], [3.63, 0.04, 4.27], [1.27, 4.06, -6.29], [5.83, -1.58, 6.61], [2.43, 4.83, -6.00], [6.06, 3.81, 4.36], [3.58, -3.12, 2.28], [-0.46, -0.24, -5.38], [0.94, -0.26, -2.92], [3.04, 0.71, 4.65], [0.17, -0.50, -3.45], [-4.40, -4.37, 3.04], [-3.44, -7.37, 5.46], [4.25, 1.12, -3.20], [3.16, -2.96, -5.22], [0.65, 4.58, -7.03], [3.75, 2.76, -4.74], [-6.06, 2.94, -0.78], [5.84, -2.11, 5.65], [1.55, 1.12, 2.32], [4.65, 1.79, -5.92], [3.84, -2.57, 0.61], [-1.48, -0.37, 2.60], [-0.10, -2.80, -3.46], [3.79, 0.63, -8.62], [4.29, -1.21, 2.11], [-3.31, -6.78, 3.79], [2.97, 1.35, -8.49], [-4.49, 1.22, 4.89], [-7.42, 0.45, 2.66], [6.03, 5.83, 4.69], [0.49, 1.24, 2.12], [-2.25, -0.50, 3.33], [-7.68, -1.86, -7.85], [-1.45, -3.10, -5.31], [-2.39, -4.85, 4.70], [-5.96, 3.89, -0.64], [6.71, 5.08, 4.28], [-1.95, 0.26, -3.20], [1.26, 2.85, 0.05], [-4.47, 5.21, -0.17], [0.78, -5.21, 2.40], [-6.76, 0.35, -3.17], [-3.06, 1.58, 1.84], [8.75, 3.51, 8.07], [3.71, 1.97, 4.56], [-7.31, 1.53, 2.69], [-6.31, -0.85, -6.91], [0.31, -0.21, 0.55], [4.63, 1.95, 5.14], [-2.89, -5.42, 5.30], [-6.25, 0.88, -3.78], [3.08, 1.36, -1.43], [5.23, -3.00, 1.64], [-4.97, 2.75, 6.15], [-5.66, -1.35, -3.63], [-7.81, -2.89, -8.18], [0.69, 3.90, -5.38], [-6.53, 0.00, 2.20], [1.83, -5.31, 2.69], [-0.78, 1.20, 3.84], [1.58, 3.10, -6.69], [-7.27, -1.61, -2.93], [-0.33, 0.48, 3.18], [6.66, 3.15, 3.99], [5.25, -0.29, 6.48], [-3.11, -3.69, 2.01], [4.73, 1.09, -8.30], [0.96, -3.39, 1.76], [0.17, 0.86, 0.69], [-7.72, -1.20, -8.72], [4.24, -2.55, 1.63], [3.03, 1.29, 0.55], [-4.51, -2.69, 2.44], [-4.70, 2.61, 5.11], [-3.79, 3.18, 4.90], [-6.42, -1.76, -7.20], [0.29, -0.16, 3.78], [3.53, -0.55, -7.87], [-5.51, 2.98, 4.48], [5.51, 2.51, -4.55], [-3.83, -3.47, 2.80], [6.93, 5.34, 3.24], [5.29, -2.18, 7.35], [-1.58, -4.80, -4.81], [2.48, 0.95, -0.32], [-1.84, -7.12, 4.74], [-1.10, -1.33, 2.27], [-8.49, -1.60, -7.16], [3.29, -2.73, -4.15], [0.55, 1.57, -1.50], [-2.47, 1.00, -3.56], [3.59, -3.94, -5.44], [-2.25, 0.53, 1.28], [-3.04, -0.39, 0.56], [-4.23, 1.11, 3.97], [-2.86, -6.74, 4.79], [-4.05, 0.50, -2.31], [-4.03, 2.18, -2.91]],
  "mulliken_charge": [0.252, -0.482, -0.092, 0.641, 0.294, 0.153, 0.216, 0.173, 0.261, -0.603, -0.564, 0.036, -0.538, -0.508, 0.251, 0.278, -0.219, -0.101, 0.276, 0.240, -0.528, -0.433, -0.319, 0.080, 0.229, -0.198, 0.488, 0.325, -0.471, 0.308, -0.350, 0.131, 0.043, 0.121, -0.205, 0.329, 0.297, 0.063, -0.448, 0.324, -0.188, 0.331, 0.282, 0.217, 0.168, -0.333, -0.541, -0.523, -0.413, 0.075, 0.300, -0.006, -0.457, 0.144, 0.329, 0.274, 0.273, -0.420, 0.352, 0.183, 0.301, 0.206, 0.011, -0.083, 0.241, -0.564, 0.279, -0.594, -0.392, 0.251, 0.218, -0.485, -0.402, 0.242, -0.279, 0.553, -0.530, 0.238, 0.313, -0.536, -0.677, 0.175, -0.354, 0.344, -0.506, -0.482, -0.602, 0.273, -0.548, 0.205, 0.280, 0.464, 0.274, -0.461, 0.291, -0.280, 0.311, 0.279, 0.200, 0.208, 0.214, 0.110, 0.264, 0.317, 0.012, 0.276, -0.886, 0.268, -0.425, 0.232, 0.249, 0.216, -0.356, 0.248, -0.481, 0.282, 0.242, -0.560, 0.215, -0.466, 0.409, -0.458, 0.242, 0.319, -0.589, 0.284, 0.279, 0.298, 0.065, 0.223, 0.212, 0.257, 0.177, -0.342, -0.537, 0.324, 1.217, -0.669, 0.263, -0.582, 0.209, 0.247],
  "homo_energy_ev": -9.8,
  "lumo_ev": -0.333,
  "multiplicity": 1,
  "e_above_lowest_kcal_mol": 12.6,
  "charge": 0
}